{
  "formula": "C47H39F9N4O4P2PtSe2",
  "method": "ωB97M-V with the def2-TZVPD basis set",
  "orbital_gap_ev": [7.0, 7.2],
  "lumo_energy_ev": [-0.2, -1.1],
  "charge": 0,
  "spin_multiplicity": 3,
  "symbols": ["Pt", "Se", "Se", "P", "P", "F", "F", "F", "F", "F", "F", "F", "F", "F", "O", "O", "O", "O", "N", "N", "N", "N", "C", "C", "C", "C", "C", "C", "C", "C", "C", "C", "C", "C", "C", "C", "C", "C", "C", "C", "C", "C", "C", "C", "C", "C", "C", "C", "C", "C", "C", "C", "C", "C", "C", "C", "C", "C", "C", "C", "C", "C", "C", "C", "C", "C", "C", "C", "C", "H", "H", "H", "H", "H", "H", "H", "H", "H", "H", "H", "H", "H", "H", "H", "H", "H", "H", "H", "H", "H", "H", "H", "H", "H", "H", "H", "H", "H", "H", "H", "H", "H", "H", "H", "H", "H", "H", "H"],
  "coordinates": [[-0.48835, 0.45570, -0.03774], [2.06841, 0.09402, 0.22661], [-0.28756, 0.50608, 2.84265], [1.76275, 0.79795, 2.25415], [-2.08297, 2.21467, -0.06841], [-6.25375, 1.26906, 5.03938], [-5.62041, 3.26156, 5.59284], [-5.22475, 2.59766, -6.02374], [-6.72026, 3.48287, -4.73347], [1.21470, 7.98705, 1.07992], [0.76774, 8.18563, -1.01917], [2.54478, 7.12813, -0.39986], [-5.10763, 4.69291, -5.50058], [-7.25251, 2.98592, 4.19849], [3.05386, 0.72405, -8.46131], [-1.38441, -0.90294, -2.99597], [0.25708, 0.42650, -2.20830], [1.38988, -0.36533, -9.27648], [1.99513, 0.14008, -8.35277], [-3.26162, -0.79684, 1.20688], [-3.13053, -2.99713, 0.41578], [-1.31384, -1.50822, 0.24119], [1.52377, 0.47341, -4.66567], [1.39678, 0.03843, -6.99660], [-5.51992, 2.11928, 2.16686], [-1.32714, -3.56900, -1.11554], [-3.74711, 2.83704, 3.62779], [2.24190, 2.54224, 2.35032], [1.89500, 4.79797, 3.10979], [-2.85422, 2.78028, 2.56556], [-0.48416, -2.55387, -0.37404], [-1.56180, 4.93430, 0.56280], [-1.07462, 3.74689, 0.01544], [0.16832, -0.57528, -6.85951], [-3.03999, 1.73464, -2.63119], [-6.05266, 2.51424, 4.56883], [-3.28307, 2.39321, 1.29692], [3.89161, 4.23267, 1.89092], [-2.37155, -4.10442, -0.15991], [3.67358, -0.22360, 5.69664], [-3.94387, 3.69830, -1.57279], [-3.77432, 2.01958, -3.78151], [-4.62266, 2.04774, 1.11289], [-4.40980, -3.35004, 1.03272], [0.95425, 4.89956, -0.60754], [3.86472, -0.89868, 3.00461], [2.79842, 0.33503, 4.78079], [0.28805, -0.14181, -4.49160], [-4.67322, 3.98094, -2.70818], [4.74407, -1.45680, 3.92835], [-5.25542, -2.11926, 1.28675], [-2.53232, -1.78604, 0.59721], [0.18696, 3.74091, -0.57447], [2.89340, -0.00034, 3.42876], [-3.11445, 2.57261, -1.53095], [1.45795, 3.48164, 3.00745], [-4.40567, -1.12380, 2.04348], [-4.58229, 3.13869, -3.81401], [2.09172, 0.56421, -5.92653], [4.64903, -1.11963, 5.26921], [3.10897, 5.17193, 2.55465], [-0.35749, -0.23337, -3.12017], [-5.07781, 2.50867, 3.42276], [1.25684, 7.33860, -0.09863], [-5.40684, 3.47078, -5.02666], [3.45893, 2.92196, 1.78442], [-0.38267, -0.66442, -5.59076], [0.46068, 6.06455, -0.05100], [-0.79953, 6.08818, 0.52950], [0.22487, -2.07991, -1.04332], [-3.40631, 3.13776, 4.60965], [-1.81114, -3.07251, -1.95888], [3.92683, -1.16791, 1.95761], [0.58438, 2.83336, -1.01510], [-0.33018, -0.97490, -7.72991], [-3.71052, 1.36398, -4.63932], [1.28106, 5.53216, 3.61742], [-6.56408, 1.87658, 2.01112], [-1.17582, 7.00390, 0.96808], [-5.55213, -1.67431, 0.33300], [3.05200, 1.03077, -6.08900], [-1.90253, -4.68820, 0.63993], [-2.53659, 4.96228, 1.03319], [-4.97277, 1.73452, 0.13715], [4.83592, 4.52700, 1.44821], [1.93937, 4.88411, -1.05189], [2.03340, 1.02746, 5.11421], [-4.23506, -3.88257, 1.97618], [4.06072, 2.19231, 1.25307], [-1.33547, -1.15032, -5.42968], [-3.08275, -4.75643, -0.66634], [3.59630, 0.03621, 6.74527], [5.33417, -1.55445, 5.98675], [-4.94722, -0.20483, 2.26036], [-6.15476, -2.38499, 1.84242], [5.49913, -2.15912, 3.59653], [-2.67214, -0.03560, 1.51086], [-4.91754, -4.04295, 0.36145], [0.51178, 3.17612, 3.44007], [-4.09014, -1.55693, 3.00098], [-0.70673, -4.38240, -1.49358], [-5.30885, 4.85778, -2.74553], [2.03414, 0.87394, -3.80015], [-2.44124, 0.83295, -2.57991], [0.10017, -3.04323, 0.41277], [-1.81693, 3.04770, 2.72478], [3.44566, 6.19693, 2.63133], [-4.00833, 4.36852, -0.72271]],
  "lowdin_spin": [1.215, 0.131, 0.189, 0.023, 0.052, 0.000, 0.000, 0.000, 0.000, 0.000, 0.000, 0.000, 0.000, 0.000, 0.000, -0.001, 0.114, 0.000, 0.000, -0.002, 0.005, 0.119, 0.000, 0.000, -0.001, 0.003, -0.001, 0.002, 0.000, 0.003, 0.013, 0.005, 0.025, 0.000, 0.000, 0.000, 0.003, 0.000, 0.000, 0.000, 0.001, 0.000, 0.003, 0.001, 0.001, 0.003, 0.005, 0.006, 0.000, 0.000, 0.000, 0.013, 0.020, 0.004, 0.004, 0.001, 0.000, 0.000, 0.000, 0.001, 0.000, 0.005, 0.003, 0.000, 0.000, 0.002, 0.001, 0.002, 0.001, 0.003, 0.000, 0.000, 0.002, 0.010, 0.000, 0.000, 0.000, 0.000, 0.000, 0.000, 0.000, 0.000, 0.000, 0.000, 0.000, 0.000, 0.004, 0.000, 0.003, 0.000, 0.000, 0.000, 0.000, 0.000, 0.000, 0.000, -0.002, 0.000, 0.001, 0.000, 0.001, 0.000, 0.000, -0.001, 0.001, 0.000, 0.000, 0.000]
}



{
  "formula": "C47H39N2P2PdSe2Si",
  "method": "ωB97M-V with the def2-TZVPD basis set",
  "orbital_gap_ev": [5.9, 3.0],
  "lumo_energy_ev": [-8.9, -11.9],
  "charge": 3,
  "spin_multiplicity": 5,
  "symbols": ["Pd", "Se", "Se", "P", "P", "Si", "N", "N", "C", "C", "C", "C", "C", "C", "C", "C", "C", "C", "C", "C", "C", "C", "C", "C", "C", "C", "C", "C", "C", "C", "C", "C", "C", "C", "C", "C", "C", "C", "C", "C", "C", "C", "C", "C", "C", "C", "C", "C", "C", "C", "C", "C", "C", "C", "C", "H", "H", "H", "H", "H", "H", "H", "H", "H", "H", "H", "H", "H", "H", "H", "H", "H", "H", "H", "H", "H", "H", "H", "H", "H", "H", "H", "H", "H", "H", "H", "H", "H", "H", "H", "H", "H", "H", "H"],
  "coordinates": [[0.08490, 0.74949, 1.10755], [-0.67218, 0.28274, 3.89755], [0.57232, 2.19068, 4.02219], [-0.48593, -2.83967, 1.01042], [0.50496, 1.93485, -1.07630], [1.42398, -1.46561, -1.97728], [2.15464, 0.63306, 2.35671], [-2.13169, 1.22681, 1.79652], [1.69986, 5.84333, -0.63173], [-2.63849, -2.28539, 2.64855], [-3.22262, 1.59708, 1.12732], [1.17227, -3.44748, 1.25454], [0.53318, -3.10211, -2.33680], [-0.74337, -2.51424, -1.64321], [0.16675, -3.98856, -3.48189], [-0.23005, -1.21493, -0.99841], [-1.71412, -4.72815, -1.00218], [2.25559, 2.20708, -4.70850], [1.51319, 0.03798, -3.09550], [-4.42985, 1.86618, 1.76445], [3.35900, 1.52951, 4.23906], [-1.52610, -3.10287, 2.43766], [-4.51741, 1.73795, 3.13777], [1.34421, 3.45875, -0.55441], [2.36309, 0.91880, -5.19956], [3.28415, 0.06485, 1.93542], [4.49015, 0.19158, 2.61503], [-0.40864, -1.17067, 0.45208], [2.42855, 3.34284, 0.31938], [-3.59193, 3.26157, -2.67571], [-2.25366, 1.06953, 3.11765], [-1.11942, 2.43192, -1.69388], [2.00866, -0.14833, -4.38473], [-1.83469, 3.44639, -1.04563], [-2.89992, 2.23793, -3.31058], [-0.82845, -4.88608, -3.39088], [-2.06077, -4.35906, 4.41648], [0.98994, 4.72419, -1.03431], [3.19363, -1.57340, -1.35991], [-3.05580, 3.86846, -1.54657], [1.65677, -3.89920, 0.09300], [-1.66467, 1.83058, -2.83178], [4.53225, 0.93817, 3.78096], [-3.16107, -3.53939, 4.63307], [2.21445, 1.33507, 3.49122], [2.76761, 5.71855, 0.24869], [-1.70689, -5.21780, -2.25121], [-1.24047, -4.14534, 3.31894], [0.70594, -4.05108, -1.04421], [1.76701, 2.42190, -3.42718], [-3.39710, 1.30677, 3.84536], [3.13694, 4.46606, 0.71661], [-3.45179, -2.50479, 3.74968], [-0.73808, -3.66068, -0.61633], [1.37338, 1.35713, -2.61425], [-0.69778, -0.35524, -1.49029], [3.21506, -0.50225, 1.01798], [3.98676, 4.36397, 1.37903], [5.37714, -0.28749, 2.22415], [3.72297, -2.08555, -2.17395], [2.67471, -4.25848, -0.01088], [1.42692, 6.81660, -1.01709], [-3.80379, -3.71722, 5.48490], [1.73902, -3.36751, 2.17279], [-5.44208, 1.94862, 3.65842], [-3.12652, 1.67357, 0.05392], [-1.65183, -2.41063, -2.23033], [2.12996, -1.15684, -4.76623], [0.70924, -3.91135, -4.41608], [0.77031, -5.08318, -1.38637], [-1.42860, 3.92249, -0.16077], [5.45444, 1.05858, 4.33356], [-3.30991, 1.77522, -4.19813], [-3.42525, 1.15293, 4.91553], [-1.02825, -5.47992, -4.27421], [2.73313, 0.74045, -6.20016], [3.34224, 2.10939, 5.15244], [3.32014, 6.59684, 0.55446], [-2.44147, -5.08745, -0.28484], [2.74242, 2.36571, 0.65703], [-4.32917, -1.89059, 3.90658], [-0.38756, -4.79154, 3.14909], [-1.84623, -5.17007, 5.09903], [-4.54331, 3.59503, -3.06841], [3.64187, -0.58008, -1.29848], [-3.58595, 4.67770, -1.06121], [2.54351, 3.05436, -5.31603], [1.68702, 3.44233, -3.08063], [-1.11113, 1.07064, -3.36999], [-2.87711, -1.50475, 1.93317], [-2.44322, -5.97936, -2.47648], [0.17413, 4.83536, -1.73536], [3.39981, -2.13444, -0.45287], [-5.28389, 2.17121, 1.17572]],
  "lowdin_spin": [1.127, 0.383, 0.441, 0.142, 0.181, 0.053, 0.070, 0.083, 0.004, 0.008, 0.006, 0.028, 0.007, 0.024, 0.002, 0.154, 0.004, 0.002, 0.012, 0.006, 0.024, 0.008, 0.000, 0.042, 0.003, 0.004, 0.024, 0.785, 0.020, 0.022, 0.036, 0.020, 0.002, 0.019, 0.000, 0.001, 0.001, 0.013, 0.008, -0.001, 0.027, 0.016, -0.002, 0.001, 0.042, 0.015, 0.001, 0.000, 0.009, 0.011, 0.010, -0.001, 0.001, 0.021, 0.033, 0.022, 0.001, 0.000, 0.001, 0.001, 0.002, 0.000, 0.000, 0.000, 0.000, 0.000, 0.001, 0.000, 0.000, 0.000, 0.000, 0.000, 0.000, 0.003, 0.000, 0.000, 0.003, 0.001, 0.001, 0.002, 0.000, 0.000, 0.000, 0.001, 0.000, 0.000, 0.000, 0.001, 0.001, 0.007, 0.000, 0.000, 0.001, 0.000]
}



Ordered molar mass results: 1309.78 986.22; unit u.